Version P
DFT (ωB97M-V/def2-TZVPD) results for 9 unconnected molecules or ions with the total composition C5H27NO10.

* LUMO level: 0.1306 eV
* highest occupied orbital energy: -0.3810 hartree
* Kohn-Sham gap: 10.50 eV

The geometry in XYZ format:
```
43
Properties=species:S:1:pos:R:3:lowdin_charge:R:1
C 0.67798 1.55512 1.99059 -0.076
C 0.56222 2.42022 0.72049 -0.200
C -0.65606 1.97598 -0.12003 -0.359
C -0.85007 2.91937 -1.25919 -0.062
N -0.42815 0.69587 -0.78913 0.118
C -1.07847 -0.43355 -0.54060 -0.569
O -2.04391 -0.66528 0.15321 0.066
O -0.31444 -1.48675 -1.09991 0.054
H 1.67771 1.58923 2.36801 0.061
H 0.39148 0.49776 1.72365 0.074
H -0.03471 1.93985 2.70689 0.072
H 0.28114 3.40582 1.06098 0.103
H 1.49997 2.59490 0.15741 0.122
H -1.51025 1.80204 0.60801 0.136
H -0.60886 3.98541 -1.17944 0.084
H -1.89322 2.82998 -1.65281 0.097
H -0.26542 2.70284 -2.15682 0.079
H 0.35355 0.64034 -1.43200 0.153
H -0.94505 -2.19789 -1.29604 0.124
O -3.62059 1.74032 0.71941 -0.058
H -4.43569 1.97719 0.26410 0.053
H -3.37105 0.94617 0.21466 0.020
O 3.12777 -1.82299 0.53933 -0.083
H 2.76019 -1.01694 0.94245 0.050
H 2.27130 -2.35717 0.48530 0.040
O 3.31481 -0.63259 -1.74330 -0.090
H 3.83828 0.12882 -2.02806 0.060
H 3.54695 -0.95805 -0.83308 0.018
O 1.18485 -3.40550 1.34301 -0.071
H 0.66314 -2.90072 2.00563 0.029
H 1.30776 -4.35545 1.31009 0.063
O -0.89343 -2.20627 2.57624 -0.044
H -1.26536 -1.62313 1.89098 0.020
H -1.52064 -2.94216 2.52093 0.079
O -1.15666 -0.16975 -3.65754 -0.047
H -0.62118 -0.00374 -4.44197 0.048
H -0.63123 -0.74822 -3.10089 -0.003
O -2.61118 0.46617 3.73011 -0.068
H -3.07621 0.83978 2.94897 0.025
H -1.88213 0.05470 3.24143 -0.005
O 2.99864 -2.80461 -3.25180 -0.103
H 3.11206 -1.94120 -2.77401 -0.023
H 2.14412 -3.03597 -2.86530 0.011
```

---

Version Q
DFT (ωB97M-V/def2-TZVPD) results for 9 unconnected molecules or ions with the total composition C5H27NO10.

* LUMO level: 0.0315 eV
* highest occupied orbital energy: -0.3487 hartree
* Kohn-Sham gap: 9.52 eV

The geometry in XYZ format:
```
43
Properties=species:S:1:pos:R:3:lowdin_charge:R:1
C 0.85204 1.25468 -3.35391 -0.090
N 0.26463 0.75381 -2.12011 -0.080
C 0.83878 1.35625 -0.93519 -0.269
C 2.14995 0.73327 -0.48162 -0.178
O 2.42706 -0.37386 -0.86715 0.062
C -0.09556 1.16239 0.32973 -0.345
C -1.43897 1.82924 0.13194 -0.017
O 0.67294 1.80860 1.35511 -0.086
H 1.15062 0.39620 -3.95792 0.073
H 1.80053 1.77801 -3.24650 0.092
H 0.14144 1.73689 -4.01939 0.077
H 0.25402 -0.24521 -2.06155 0.073
H 0.82717 2.42332 -1.09903 0.140
H 2.75417 1.29696 0.24086 0.131
H -0.16512 0.08787 0.50973 0.132
H -2.20237 1.45154 0.80012 0.075
H -1.34325 2.91558 0.24302 0.094
H -1.76935 1.70733 -0.89647 0.064
H 0.71815 1.33382 2.21724 0.067
O 0.78821 0.44537 3.75434 -0.038
H 1.33052 0.02656 4.43163 0.060
H 0.13815 -0.22682 3.53810 0.024
O -0.10252 -2.73042 -3.70879 -0.044
H -0.51386 -2.77133 -2.84510 0.002
H 0.35806 -1.88172 -3.70163 0.015
O -2.33922 -1.04666 2.73265 -0.075
H -2.21765 -1.07788 1.77845 -0.024
H -3.27628 -0.80216 2.88045 0.056
O -1.87508 -2.27548 0.43189 -0.069
H -1.62667 -3.19743 0.58876 0.066
H -1.81751 -2.23271 -0.54181 0.024
O -2.13489 -0.92968 -2.22638 -0.048
H -3.08681 -0.86161 -2.36052 0.065
H -1.80271 -0.06113 -2.45742 0.016
O 0.86061 -2.63247 4.10410 -0.054
H -0.05997 -2.82387 3.84667 0.048
H 1.22563 -2.61776 3.21274 0.016
O 0.83923 -2.64254 0.63939 -0.060
H 0.52627 -2.25770 -0.19624 0.020
H 1.69209 -2.22199 0.78678 0.034
O 1.79698 4.13082 0.64876 -0.024
H 1.10068 3.51211 0.57670 -0.036
H 2.35986 3.76984 1.29755 0.012
```

---

Least stable: version Q

---

Version P
DFT (ωB97M-V/def2-TZVPD) results for a single NO3P molecule.

* LUMO level: -1.7719 eV
* highest occupied orbital energy: -0.3785 hartree
* Kohn-Sham gap: 8.53 eV

The geometry in XYZ format:
```
5
Properties=species:S:1:pos:R:3:lowdin_charge:R:1
N 0.74764 0.00594 -0.00237 -0.396
O 1.63913 -0.07545 -0.76101 0.163
O 0.13202 1.12607 0.37757 -0.173
O -1.76383 -0.71924 -0.50982 -0.573
P -0.75496 -0.33732 0.89564 0.979
```

---

Version Q
DFT (ωB97M-V/def2-TZVPD) results for a single NO3P molecule.

* LUMO level: -1.7558 eV
* highest occupied orbital energy: -0.3570 hartree
* Kohn-Sham gap: 7.96 eV

The geometry in XYZ format:
```
5
Properties=species:S:1:pos:R:3:lowdin_charge:R:1
O -1.08756 -0.63895 0.82329 -0.004
N 0.01009 -1.06450 0.62054 -0.214
O 0.92236 -0.36788 0.10481 -0.343
P 0.89431 1.37950 -0.52027 0.994
O -0.15898 1.42312 -1.51068 -0.433
```

---

Least stable: version P